# 1
{
  "formula": "C55H48FN4OP2STi",
  "method": "the ωB97M-V functional and the def2-TZVPD basis",
  "species": ["C", "H", "C", "H", "C", "H", "H", "C", "C", "C", "H", "H", "C", "C", "C", "H", "H", "C", "C", "Ti", "C", "H", "H", "N", "P", "H", "C", "H", "H", "H", "N", "H", "C", "C", "C", "H", "C", "C", "O", "C", "C", "C", "C", "C", "C", "H", "H", "H", "H", "C", "H", "H", "H", "C", "H", "C", "C", "C", "H", "H", "H", "H", "C", "C", "H", "C", "H", "H", "H", "S", "C", "C", "C", "C", "C", "H", "C", "C", "H", "H", "C", "H", "H", "H", "H", "H", "C", "C", "C", "H", "H", "N", "C", "H", "H", "H", "H", "C", "C", "C", "C", "C", "F", "H", "P", "C", "H", "N", "C", "C", "C", "C", "C"],
  "xyz": [[-4.718, 1.391, 2.903], [-0.508, 0.698, 5.838], [-2.603, 1.204, -1.355], [1.513, 5.964, -0.956], [-0.023, 2.149, 2.814], [-3.520, -1.320, -4.190], [2.378, -3.942, -6.022], [5.671, -2.320, 2.927], [-2.029, -0.011, -3.384], [-3.098, 4.004, -2.491], [3.379, -0.357, 0.497], [4.888, -0.838, -1.383], [-2.668, 4.039, -1.166], [2.690, 2.836, 0.969], [4.952, -1.252, 3.447], [-1.103, -4.907, 3.414], [0.871, -1.058, 2.217], [1.916, -5.134, -1.574], [2.211, 0.336, -3.104], [0.605, -1.795, -0.346], [1.490, 2.804, 0.257], [-2.104, 5.318, 0.473], [-3.278, 3.059, -2.987], [1.107, -3.024, -2.489], [0.455, 1.296, 0.275], [-5.116, -0.877, -2.338], [3.062, -3.799, 0.650], [-0.095, 3.118, 2.338], [-2.719, 1.043, 2.210], [3.648, 6.006, 0.288], [3.049, -1.878, 2.146], [-3.277, 7.329, -3.113], [0.386, 1.033, 2.074], [-2.667, -3.536, 2.847], [-3.653, 1.569, 2.033], [1.093, -5.717, 0.282], [-1.391, -4.074, 2.786], [1.069, 3.935, -0.435], [0.085, 1.754, -4.038], [-0.476, -3.516, 1.911], [-5.900, 2.093, 2.703], [3.024, -0.235, -0.510], [3.043, 5.109, 0.280], [-4.951, 3.138, 0.754], [1.202, -2.577, -4.844], [0.069, -4.604, -0.617], [-0.663, 2.897, 4.711], [0.899, -1.942, -5.665], [4.395, 4.002, 1.531], [0.967, -3.925, 1.873], [-2.524, 7.407, -0.757], [6.695, -2.495, 3.228], [3.485, -3.586, -0.334], [5.052, -3.167, 2.024], [1.507, -6.078, -1.945], [0.781, -2.287, -3.563], [1.805, -4.146, -2.697], [-1.681, 0.844, -2.347], [3.011, 1.968, 1.534], [1.082, -4.975, 2.154], [3.315, -4.838, 0.889], [-3.635, 5.148, -4.220], [-3.765, 2.435, 0.944], [0.165, -0.317, 4.069], [-1.341, -0.136, -4.211], [1.104, -4.817, -0.338], [4.145, -0.365, -3.699], [2.872, -5.399, -4.066], [1.498, -3.322, 2.606], [-0.090, 1.690, -2.569], [-2.682, 6.454, -1.246], [2.012, -3.685, -5.037], [-3.256, -0.648, -3.384], [3.736, -2.904, 1.661], [-0.261, 0.790, 4.788], [-6.928, 3.525, 1.481], [-6.012, 2.970, 1.633], [1.319, 0.527, -2.064], [-4.621, 0.723, 3.751], [3.045, -0.258, 3.419], [2.301, -4.487, -3.950], [0.150, -1.435, -3.375], [-4.577, 0.778, -0.628], [-3.985, -2.019, 2.047], [-6.728, 1.967, 3.388], [-3.398, -3.950, 3.529], [3.646, -1.074, 3.034], [-4.147, -0.396, -2.352], [0.480, -0.189, 2.723], [-2.264, -1.174, 0.465], [0.136, 3.934, -0.979], [-0.812, -2.502, 1.105], [1.848, 5.086, -0.418], [5.393, -0.576, 4.166], [-5.047, 3.821, -0.082], [2.957, -5.361, -1.342], [1.913, 0.635, -4.102], [-3.105, 6.410, -2.569], [-2.452, 5.277, -0.554], [3.884, -0.483, -1.576], [-3.001, -2.467, 2.026], [-2.050, -1.983, 1.154], [-0.818, -1.686, -1.391], [5.575, -4.021, 1.613], [-2.311, 2.570, -0.148], [-3.307, 5.187, -3.189], [0.270, -1.279, 4.558], [1.583, -3.685, 0.534], [3.466, 3.982, 0.976], [3.471, -0.206, -2.867], [-0.345, 2.023, 4.157], [1.716, 0.230, -0.725], [-3.831, 0.533, -1.372]],
  "forces_ev_per_a": [[0.0, 0.0, 0.0], [0.0, 0.0, 0.0], [-0.1, -0.1, 0.0], [0.0, 0.0, 0.0], [-0.1, 0.0, 0.1], [0.0, 0.0, 0.0], [0.0, 0.0, 0.0], [0.0, 0.0, 0.0], [0.1, 0.0, 0.0], [0.0, 0.0, 0.0], [0.0, 0.0, 0.1], [0.0, 0.0, 0.0], [0.0, 0.0, 0.0], [0.0, 0.0, 0.0], [0.0, 0.0, 0.0], [0.0, 0.0, 0.0], [0.1, -0.1, -0.1], [0.0, -0.1, 0.0], [0.0, -0.1, 0.1], [-0.3, -1.0, -0.7], [0.0, 0.1, -0.1], [0.0, 0.0, 0.0], [0.0, 0.0, 0.0], [0.0, 0.2, 0.3], [0.3, -0.1, 0.0], [0.0, 0.0, 0.0], [0.0, 0.0, 0.0], [0.0, 0.0, 0.0], [0.0, 0.0, 0.0], [0.0, 0.0, 0.0], [0.0, 0.1, 0.0], [0.0, 0.0, 0.0], [0.1, 0.0, 0.0], [0.0, 0.0, 0.0], [0.0, 0.0, 0.0], [0.0, 0.0, 0.0], [0.0, 0.0, 0.0], [0.1, 0.1, 0.1], [0.1, 0.0, 0.0], [0.0, 0.0, 0.0], [0.0, 0.0, 0.0], [-0.2, -0.1, 0.0], [0.0, 0.0, 0.0], [0.0, 0.0, 0.0], [0.0, 0.0, 0.0], [0.0, 0.0, 0.0], [0.0, 0.0, 0.0], [0.0, 0.0, 0.0], [0.0, 0.0, 0.0], [0.0, 0.0, 0.0], [0.0, 0.0, 0.0], [0.0, 0.0, 0.0], [0.0, 0.0, 0.0], [0.0, 0.0, 0.0], [0.0, 0.0, 0.0], [0.0, 0.0, 0.0], [0.0, 0.0, -0.1], [0.1, -0.1, -0.1], [0.0, 0.0, 0.0], [0.0, 0.0, 0.0], [0.0, 0.0, 0.0], [0.0, 0.0, 0.0], [0.0, -0.1, 0.0], [0.0, 0.0, 0.0], [0.0, 0.0, 0.0], [-0.1, 0.0, 0.1], [0.0, 0.0, 0.0], [0.0, 0.0, 0.0], [0.0, 0.0, 0.0], [0.0, -0.1, 0.1], [0.0, 0.0, 0.0], [0.0, 0.0, 0.0], [0.0, 0.0, 0.0], [0.0, 0.0, 0.0], [0.0, 0.0, 0.0], [0.0, 0.0, 0.0], [0.0, 0.0, 0.0], [0.1, 0.0, -0.1], [0.0, 0.0, 0.0], [0.0, 0.0, 0.0], [0.0, 0.0, 0.0], [0.0, 0.0, 0.0], [0.0, 0.0, 0.0], [0.0, 0.0, 0.0], [0.0, 0.0, 0.0], [0.0, 0.0, 0.0], [0.0, 0.0, 0.0], [0.0, 0.0, 0.0], [-0.1, 0.0, 0.1], [0.0, 0.0, 0.0], [0.0, 0.0, 0.0], [0.2, 0.0, -0.1], [0.0, 0.0, 0.0], [0.0, 0.0, 0.0], [0.0, 0.0, 0.0], [0.0, 0.0, 0.0], [0.0, 0.0, 0.0], [0.0, 0.0, 0.0], [0.0, 0.0, 0.0], [0.0, 0.0, 0.0], [0.0, 0.0, 0.0], [0.0, 0.0, 0.0], [0.1, 0.2, 0.2], [0.0, 0.0, 0.0], [0.0, 0.1, 0.1], [0.0, 0.0, 0.0], [0.0, 0.0, 0.0], [0.0, 0.0, 0.2], [0.0, 0.0, 0.0], [0.0, 0.0, 0.0], [0.0, 0.0, 0.0], [-0.3, 0.7, 0.0], [0.0, 0.0, 0.0]],
  "spin_multiplicity": 2,
  "relative_energy_kcal_mol": 86.71,
  "max_force_ha_per_bohr": 0.0238,
  "e_lumo_ha": [-0.22045, -0.21632],
  "gap_ev": [5.82, 5.95],
  "total_charge": 2
}

=====

# 2
{
  "formula": "C55H48InN4O5",
  "method": "the ωB97M-V functional and the def2-TZVPD basis",
  "species": ["C", "C", "H", "N", "C", "H", "C", "C", "C", "C", "H", "C", "H", "C", "C", "N", "H", "C", "H", "C", "H", "H", "C", "C", "H", "C", "H", "C", "H", "C", "H", "C", "H", "C", "C", "C", "H", "C", "C", "N", "H", "C", "C", "H", "H", "C", "C", "C", "C", "C", "O", "H", "O", "C", "H", "H", "C", "H", "C", "H", "H", "H", "C", "H", "H", "H", "O", "C", "C", "C", "C", "C", "C", "H", "H", "H", "C", "H", "C", "H", "O", "O", "In", "H", "C", "C", "H", "C", "H", "H", "H", "H", "C", "H", "H", "H", "C", "N", "C", "C", "H", "H", "H", "C", "C", "H", "C", "C", "H", "H", "C", "H", "C"],
  "xyz": [[-3.112, -1.941, 0.440], [1.419, -4.762, -0.714], [2.496, 3.364, 3.384], [-0.507, 2.981, 2.669], [-3.501, -3.310, -1.630], [5.798, -1.129, -0.621], [2.205, 1.428, -1.983], [-2.743, 3.820, 4.368], [2.242, 4.807, 1.140], [-4.472, 5.423, 4.669], [3.347, 4.793, 1.110], [-2.648, -0.594, 0.973], [-2.046, -3.003, 4.804], [0.016, 0.202, -4.925], [-4.429, 4.139, 2.660], [-0.943, 1.303, 1.129], [2.194, 5.870, 3.049], [0.632, -3.601, 0.024], [-0.996, 5.677, -2.833], [4.162, 0.065, -1.381], [-0.403, 0.125, 5.332], [0.122, -3.940, 4.512], [-0.428, 0.922, 4.573], [-2.781, 2.384, 2.293], [2.310, -3.333, 1.379], [2.244, -1.331, -5.508], [1.197, -1.939, -7.324], [1.160, 0.255, -4.056], [-4.187, -3.128, -2.464], [2.282, -0.471, -4.427], [3.220, -0.327, -3.886], [-2.214, -4.949, -0.287], [-1.969, -0.025, 3.277], [-2.537, -2.639, 2.698], [0.704, 2.660, -3.460], [2.030, -5.756, 0.047], [-2.024, -4.962, 1.764], [-3.275, 3.448, 3.131], [2.794, 0.201, -1.359], [2.040, -0.758, -0.746], [-2.758, 5.245, 5.993], [-1.790, -3.277, 3.763], [-3.174, -4.567, -1.246], [2.183, 2.519, -5.121], [1.976, -5.971, -3.823], [0.439, 2.944, 3.605], [-0.156, 3.611, -2.820], [3.968, -1.970, -0.024], [-0.362, -4.035, 1.122], [-5.072, 5.032, 3.477], [-0.168, 0.836, -2.146], [2.004, 5.709, 0.529], [-0.071, -2.908, -0.906], [1.482, -4.834, -2.094], [3.148, -1.772, -5.851], [-4.964, 6.202, 5.292], [2.064, -5.937, -2.722], [4.743, 0.789, -1.918], [-2.865, -2.169, -1.062], [-3.705, -5.419, -1.771], [1.124, 3.238, 1.291], [4.380, -2.908, 0.383], [0.986, 1.270, -2.888], [0.961, 2.216, 5.648], [1.096, -3.937, -2.611], [-3.205, -1.788, 3.035], [-3.587, 1.884, 1.482], [0.169, 5.235, -4.637], [2.605, -1.773, -0.020], [-2.484, -2.950, 1.351], [-1.305, 0.811, 3.508], [0.118, -4.252, 2.401], [1.586, 5.087, 2.518], [1.905, 2.096, -1.141], [3.078, 1.895, -2.473], [3.037, -7.797, -2.527], [-3.273, 4.874, 5.098], [1.110, -2.149, 1.476], [-0.012, -0.592, -6.050], [0.539, 5.509, 2.398], [1.719, 3.635, 0.564], [-2.161, -1.394, -1.807], [-0.202, -0.821, -0.845], [-3.257, -0.224, 1.846], [1.696, -2.671, 0.767], [2.563, -6.978, -1.955], [-4.215, -1.967, 0.505], [1.569, 3.961, 3.537], [-0.820, 0.801, -4.560], [-1.708, -5.871, -0.384], [-4.829, 3.794, 1.704], [-1.291, 2.043, 0.504], [-0.536, -3.847, 3.603], [1.138, -4.640, 2.506], [3.115, -7.617, -0.010], [1.697, 4.461, 4.491], [-1.333, 1.800, 2.481], [-1.564, 0.053, 0.597], [0.407, 2.040, 4.694], [-1.843, -4.284, 0.947], [-1.909, 3.315, 4.800], [2.010, -5.615, 1.109], [-0.552, 3.244, -1.899], [4.749, -0.971, -0.652], [-0.409, 4.893, -3.396], [-0.937, -0.605, -6.620], [1.157, -1.393, -6.349], [1.457, 3.156, -4.616], [-6.046, 5.355, 3.176], [1.567, 4.650, -6.172], [1.156, 4.382, -5.181], [-0.101, 6.200, -5.147], [2.564, -6.852, -0.575]],
  "forces_ev_per_a": [[0.9, 1.1, -1.1], [-0.6, 0.3, 1.1], [-0.4, 0.2, 0.2], [1.9, -0.4, -0.3], [-1.5, 2.4, -0.4], [0.9, 0.2, -0.2], [0.3, 0.1, 0.7], [0.2, 0.1, -0.3], [-0.6, 1.2, 0.2], [-0.5, 1.2, 0.9], [-0.3, -0.3, 0.6], [1.3, 1.9, 0.8], [0.0, -0.1, -0.8], [0.8, -0.2, 1.3], [0.8, -1.5, 0.2], [-0.8, -1.3, -0.8], [-0.5, -0.3, -0.8], [1.0, -0.4, -0.7], [0.4, -1.2, -0.7], [0.8, -0.9, 1.3], [-0.1, 0.4, -0.3], [-1.0, -0.2, -0.8], [-1.4, -0.5, -0.7], [-1.0, -2.2, -1.3], [0.2, 0.2, -0.1], [-0.2, 0.4, -1.2], [0.0, 0.3, 1.1], [-0.8, 0.7, -1.1], [0.8, -0.1, -0.1], [-0.1, 0.8, 1.4], [-0.3, -0.3, -0.1], [-2.1, -0.1, -1.8], [0.6, -0.1, 0.9], [-0.6, -0.2, 0.0], [0.7, 2.8, -1.4], [-0.7, 0.6, -0.3], [-0.6, -0.2, 0.5], [-1.2, 2.1, 0.9], [-1.0, -1.3, 0.3], [0.5, 0.6, 1.0], [-0.4, -0.3, -0.3], [0.9, 0.7, -0.1], [1.0, -3.2, 1.7], [-0.2, 0.0, 0.2], [0.5, -0.2, 0.7], [-1.0, 0.0, 0.4], [1.3, -0.6, -1.6], [0.5, 0.8, -0.6], [1.0, -0.8, 1.3], [0.3, -0.1, 0.0], [1.2, 0.0, 0.1], [-0.1, -0.6, -0.1], [-0.3, 1.5, -0.4], [-0.2, 1.1, 0.0], [0.6, -0.6, 0.1], [0.4, -0.6, -0.5], [-1.0, 0.6, -0.5], [0.3, 0.2, 0.0], [0.8, -0.1, -1.9], [1.1, 1.0, 0.2], [0.6, 0.5, -1.7], [-0.1, 0.8, 0.0], [-1.0, -1.0, 0.1], [-0.1, -0.2, -1.2], [0.0, -0.9, -0.1], [0.9, -1.2, -0.4], [1.4, 0.8, 0.9], [0.1, 0.1, 0.6], [-0.9, 0.1, -1.1], [0.0, -0.8, 2.0], [0.4, -1.6, 1.6], [0.3, 0.7, -0.3], [-0.1, 1.3, 0.1], [0.2, -0.2, -0.5], [-0.7, 0.1, -0.1], [-0.3, 0.2, 0.9], [-0.3, 0.1, -0.1], [-0.5, 1.2, 0.7], [1.2, -0.7, 0.4], [1.2, -0.5, -0.1], [-1.0, -0.8, 1.4], [-1.2, 0.0, 1.5], [-1.0, 0.4, -1.6], [0.7, -0.1, -1.4], [0.4, -1.4, -0.6], [0.4, 0.1, -1.3], [0.4, 0.0, 0.2], [0.6, -0.7, 0.0], [-0.1, -0.3, -0.5], [-0.1, -1.3, -0.1], [0.0, 0.3, 0.3], [0.4, -0.5, -0.3], [-0.1, -1.0, 0.8], [-0.2, 0.8, 0.2], [-0.5, 0.3, 0.0], [-0.1, -0.3, 0.5], [-1.2, 2.8, -0.9], [-1.0, -0.8, 0.6], [1.0, 0.5, 0.7], [0.6, 2.3, 0.1], [0.6, -0.4, -0.1], [0.2, -0.5, 0.4], [-0.6, 0.3, 0.5], [-1.0, -1.1, -0.3], [0.2, 0.0, 0.3], [0.3, -0.2, -0.3], [-1.8, 0.8, -0.8], [-1.4, -0.9, 1.4], [-0.3, 0.6, 0.0], [0.1, -0.2, 0.8], [-0.9, 0.6, -0.7], [0.4, -1.1, 0.6], [1.4, -1.3, 0.2]],
  "spin_multiplicity": 1,
  "relative_energy_kcal_mol": 182.79,
  "max_force_ha_per_bohr": 0.0732,
  "e_lumo_ha": [0.07154, 0.07154],
  "gap_ev": [4.90, 4.91],
  "total_charge": -1
}